*a*
ORCA calculation (ωB97M-V/def2-TZVPD) on a 2-piece molecular cluster, C2H8O2 overall.

Structure (ORCA input):
```
! wB97M-V def2-TZVPD RIJCOSX def2/J DEFGRID3
* xyz 0 1
C 1.077 0.284 -2.211
O 0.627 -0.138 -0.892
H 1.656 1.177 -2.347
H -0.051 0.552 -2.633
H 1.488 -0.609 -2.743
H 1.462 -0.235 -0.440
C -1.049 -0.438 2.110
O -1.205 0.899 1.642
H -0.992 -0.356 3.251
H -0.205 -0.943 1.573
H -1.894 -1.059 1.921
H -0.915 0.868 0.769
*
```

Summary:
HOMO level	-10.012	eV
molar mass	64.08	g mol⁻¹
Kohn-Sham gap	10.74	eV
SMILES string	CO.CO

=====

*b*
ORCA calculation (ωB97M-V/def2-TZVPD) on a 2-piece molecular cluster, C2H8O2 overall.

Structure (ORCA input):
```
! wB97M-V def2-TZVPD RIJCOSX def2/J DEFGRID3
* xyz 0 1
C -0.128 0.953 -1.711
O -1.095 0.629 -0.745
C -1.064 -0.692 -0.231
H -0.019 2.048 -1.638
H -0.598 0.710 -2.678
H 0.875 0.497 -1.683
H -1.255 -1.462 -0.998
H -1.906 -0.689 0.481
H -0.143 -0.958 0.313
O 1.873 0.041 3.011
H 2.294 -0.612 2.408
H 1.165 -0.465 3.470
*
```

Summary:
HOMO level	-9.757	eV
molar mass	64.08	g mol⁻¹
Kohn-Sham gap	10.48	eV
SMILES string	COC.O

=====

Most stable pick: *b*. Distance to second place: 0.0219 hartree.

=====

*a*
ORCA calculation (ωB97M-V/def2-TZVPD) on one molecule with the formula C4H5ClN2.

Structure (ORCA input):
```
! wB97M-V def2-TZVPD RIJCOSX def2/J DEFGRID3
* xyz 0 1
C -1.068 0.087 -0.795
C 1.412 -0.033 0.298
C 0.365 0.038 1.395
C 0.010 -0.567 0.065
N -0.902 1.194 -2.900
N -0.983 0.624 -1.902
Cl -2.788 -0.269 -0.367
H 1.580 0.980 -0.218
H 2.174 -0.799 0.397
H 0.429 -0.609 2.356
H 0.055 0.944 1.720
H -0.285 -1.592 -0.049
*
```

Summary:
HOMO level	-8.404	eV
molar mass	116.55	g mol⁻¹
Kohn-Sham gap	8.51	eV

=====

*b*
ORCA calculation (ωB97M-V/def2-TZVPD) on a 2-piece molecular cluster, C4H5ClN2 overall.

Structure (ORCA input):
```
! wB97M-V def2-TZVPD RIJCOSX def2/J DEFGRID3
* xyz 0 1
C -0.298 0.024 0.483
C -3.346 0.828 -0.275
C -0.105 -2.302 -0.085
C 0.377 1.183 -0.102
N -0.082 -1.132 0.281
N -3.509 1.867 -0.756
Cl -3.322 -0.631 0.378
H 0.506 -3.211 0.343
H -0.784 -2.499 -0.948
H 1.405 1.449 0.287
H 0.785 0.919 -1.172
H -0.224 2.093 -0.109
*
```

Summary:
HOMO level	-7.968	eV
molar mass	116.55	g mol⁻¹
Kohn-Sham gap	8.46	eV

=====

*c*
ORCA calculation (ωB97M-V/def2-TZVPD) on C4H5ClN2 as an isolated structure.

Structure (ORCA input):
```
! wB97M-V def2-TZVPD RIJCOSX def2/J DEFGRID3
* xyz 0 1
C 1.224 1.544 0.020
C -0.159 1.797 0.026
C 1.324 0.197 0.003
C -1.281 -1.899 -0.027
N -0.861 0.686 0.014
N -0.052 -0.359 -0.003
Cl 2.629 -0.890 -0.009
H 2.058 2.214 0.030
H -0.628 2.759 0.038
H -0.849 -2.598 0.661
H -1.292 -2.141 -1.073
H -2.114 -1.312 0.319
*
```

Summary:
HOMO level	-8.587	eV
molar mass	116.55	g mol⁻¹
Kohn-Sham gap	8.64	eV

=====

Most stable pick: *c*. Distance to second place: 0.0212 hartree.

=====

*a*
ORCA calculation (ωB97M-V/def2-TZVPD) on one molecule with the formula C3H5NS.

Structure (ORCA input):
```
! wB97M-V def2-TZVPD RIJCOSX def2/J DEFGRID3
* xyz 0 1
C -0.891 -0.804 -0.493
C -0.470 0.448 0.290
C 0.067 -1.565 -1.032
N 0.766 2.243 1.327
S 1.026 1.077 0.303
H -2.017 -1.132 -0.391
H -1.240 0.949 0.759
H -0.030 -2.573 -1.377
H 1.091 -1.120 -1.038
H 1.698 2.478 1.653
*
```

Summary:
HOMO level (alpha / beta)	-7.894 / -8.080	eV
molar mass	87.15	g mol⁻¹
Kohn-Sham gap (alpha / beta)	7.39 / 7.57	eV

=====

*b*
ORCA calculation (ωB97M-V/def2-TZVPD) on one molecule with the formula C3H5NS.

Structure (ORCA input):
```
! wB97M-V def2-TZVPD RIJCOSX def2/J DEFGRID3
* xyz 0 1
C -0.340 0.214 0.071
C 2.093 0.688 0.562
C -1.395 -0.760 -0.079
N 0.699 0.679 0.300
S 3.148 -0.444 -0.395
H 2.564 1.687 0.542
H 2.068 0.488 1.571
H -1.445 -1.168 0.899
H -0.968 -1.534 -0.686
H -2.328 -0.361 -0.338
*
```

Summary:
HOMO level	-6.779	eV
molar mass	87.15	g mol⁻¹
Kohn-Sham gap	6.38	eV

=====

Most stable pick: *b*. Distance to second place: 0.0036 hartree.

=====

*a*
ORCA calculation (ωB97M-V/def2-TZVPD) on one molecule with the formula C3H5NS.

Structure (ORCA input):
```
! wB97M-V def2-TZVPD RIJCOSX def2/J DEFGRID3
* xyz 0 1
C 0.124 -0.583 0.705
C 1.298 0.230 0.460
C -1.268 0.127 -1.057
N -0.972 -0.642 0.097
S 0.097 1.061 -1.832
H 0.201 -1.243 1.572
H 1.357 1.200 0.927
H 2.213 -0.214 0.116
H -1.676 -0.554 -1.810
H -2.042 0.844 -0.763
*
```

Summary:
HOMO level (alpha / beta)	-8.651 / -8.566	eV
molar mass	87.15	g mol⁻¹
Kohn-Sham gap (alpha / beta)	7.45 / 7.13	eV

=====

*b*
ORCA calculation (ωB97M-V/def2-TZVPD) on a 2-piece molecular cluster, C3H5NS overall.

Structure (ORCA input):
```
! wB97M-V def2-TZVPD RIJCOSX def2/J DEFGRID3
* xyz 0 1
N -0.147 0.656 -1.270
C -0.398 1.844 -1.386
S -1.146 3.249 -1.366
H 0.167 0.072 -2.044
C 0.602 -0.843 1.546
C -0.122 -1.006 0.508
H 0.116 -0.689 2.582
H 1.725 -0.924 1.464
H -1.181 -1.270 0.450
H 0.384 -1.089 -0.482
*
```

Summary:
HOMO level	-9.523	eV
molar mass	87.15	g mol⁻¹
Kohn-Sham gap	9.88	eV
SMILES string	N=C=S.C=C

=====

Most stable pick: *b*. Distance to second place: 0.0284 hartree.